Here is 12 unconnected molecules or ions with the total composition C68H164Br3N9O9 in a non-equilibrium geometry from the Open Molecules 2025 dataset. Energies are from wB97M-V/def2-TZVPD.

Each atom is followed by the atoms it is bonded to, with distances in Å.
CARTESIAN COORDINATES (ANGSTROEM)
1 C 8.92 22.42 -19.14  C2 1.587, H12 1.090, H13 1.091, H14 1.090
2 C 8.50 21.48 -17.93  C1 1.587, C3 1.537, N7 1.516, C11 1.548
3 C 7.01 21.55 -17.55  C2 1.537, C4 1.529, H15 1.090, H16 1.091
4 C 6.05 20.95 -18.58  C3 1.529, C5 1.486, H17 1.092, H18 1.090
5 C 6.42 19.52 -18.72  C4 1.486, C6 1.564, H19 1.091, H20 1.093
6 C 7.91 19.15 -19.01  C5 1.564, N7 1.522, C9 1.578, C10 1.566
7 N 8.89 20.06 -18.29  C2 1.516, C6 1.522, O8 1.288
8 O 10.15 19.77 -18.35  N7 1.288
9 C 8.10 19.13 -20.57  C6 1.578, H21 1.090, H22 1.088, H23 1.091
10 C 8.14 17.75 -18.33  C6 1.566, H24 1.088, H25 1.090, H26 1.091
11 C 9.38 21.90 -16.72  C2 1.548, H27 1.090, H28 1.089, H29 1.090
12 H 8.55 21.98 -20.06  C1 1.090
13 H 10.00 22.52 -19.27  C1 1.091
14 H 8.66 23.47 -19.03  C1 1.090
15 H 6.82 22.61 -17.38  C3 1.090
16 H 6.78 21.06 -16.61  C3 1.091
17 H 6.10 21.36 -19.59  C4 1.092
18 H 5.09 21.01 -18.08  C4 1.090
19 H 5.68 18.99 -19.32  C5 1.091
20 H 6.25 19.14 -17.71  C5 1.093
21 H 7.57 18.25 -20.94  C9 1.090
22 H 9.12 19.08 -20.95  C9 1.088
23 H 7.58 20.01 -20.95  C9 1.091
24 H 7.38 17.11 -18.76  C10 1.088
25 H 8.09 17.77 -17.24  C10 1.090
26 H 9.17 17.49 -18.57  C10 1.091
27 H 9.44 22.98 -16.60  C11 1.090
28 H 10.42 21.60 -16.80  C11 1.089
29 H 8.99 21.55 -15.77  C11 1.090
30 C 14.68 12.67 -26.03  C31 1.534, H41 1.090, H42 1.087, H43 1.090
31 C 14.15 12.51 -24.60  C30 1.534, C32 1.533, N36 1.528, C40 1.537
32 C 13.26 11.27 -24.48  C31 1.533, C33 1.531, H44 1.091, H45 1.090
33 C 12.91 10.83 -23.06  C32 1.531, C34 1.554, H46 1.091, H47 1.090
34 C 14.23 10.64 -22.26  C33 1.554, C35 1.524, H48 1.091, H49 1.091
35 C 15.16 11.85 -22.19  C34 1.524, N36 1.528, C38 1.493, C39 1.561
36 N 15.30 12.44 -23.59  C31 1.528, C35 1.528, O37 1.273
37 O 16.24 13.28 -23.77  N36 1.273
38 C 16.48 11.43 -21.65  C35 1.493, H50 1.090, H51 1.089, H52 1.091
39 C 14.52 12.91 -21.24  C35 1.561, H53 1.088, H54 1.090, H55 1.091
40 C 13.37 13.77 -24.19  C31 1.537, H56 1.090, H57 1.091, H58 1.090
41 H 15.41 13.47 -26.05  C30 1.090
42 H 13.83 12.90 -26.68  C30 1.087
43 H 15.23 11.82 -26.43  C30 1.090
44 H 13.73 10.39 -24.92  C32 1.091
45 H 12.31 11.45 -25.00  C32 1.090
46 H 12.47 9.83 -23.05  C33 1.091
47 H 12.15 11.46 -22.60  C33 1.090
48 H 14.75 9.74 -22.59  C34 1.091
49 H 14.02 10.43 -21.21  C34 1.091
50 H 16.93 10.61 -22.21  C38 1.090
51 H 16.49 11.10 -20.61  C38 1.089
52 H 17.16 12.28 -21.66  C38 1.091
53 H 14.73 12.78 -20.18  C39 1.088
54 H 13.43 12.93 -21.34  C39 1.090
55 H 14.86 13.88 -21.61  C39 1.091
56 H 12.44 13.94 -24.74  C40 1.090
57 H 13.95 14.68 -24.37  C40 1.091
58 H 13.11 13.80 -23.13  C40 1.090
59 C 7.59 14.54 -18.18  C60 1.523, H69 1.095, H70 1.089, H71 1.090
60 C 7.40 13.14 -17.60  C59 1.523, N61 1.531, H72 1.088, H73 1.089
61 N 6.58 12.19 -18.48  C60 1.531, C62 1.534, C63 1.471, C65 1.547
62 C 6.82 10.82 -17.84  N61 1.534, H74 1.088, H75 1.090, H76 1.087
63 C 5.15 12.55 -18.48  N61 1.471, C64 1.540, H77 1.091, H78 1.090
64 C 4.43 12.55 -17.12  C63 1.540, H79 1.091, H80 1.091, H81 1.089
65 C 7.16 12.22 -19.91  N61 1.547, C66 1.523, H82 1.090, H83 1.090
66 C 6.72 11.08 -20.83  C65 1.523, O67 1.422, H84 1.093, H85 1.092
67 O 7.34 9.88 -20.39  C66 1.422, C68 1.412
68 C 6.86 8.67 -20.92  O67 1.412, H86 1.088, H87 1.093, H88 1.093
69 H 6.60 14.94 -18.41  C59 1.095
70 H 8.14 14.76 -19.09  C59 1.089
71 H 7.86 15.19 -17.36  C59 1.090
72 H 6.85 13.22 -16.66  C60 1.088
73 H 8.38 12.72 -17.40  C60 1.089
74 H 6.25 9.97 -18.21  C62 1.088
75 H 6.59 10.82 -16.78  C62 1.090
76 H 7.90 10.72 -17.95  C62 1.087
77 H 4.70 11.77 -19.09  C63 1.091
78 H 5.05 13.49 -19.02  C63 1.090
79 H 3.40 12.82 -17.36  C64 1.091
80 H 4.69 13.33 -16.41  C64 1.091
81 H 4.46 11.62 -16.56  C64 1.089
82 H 8.25 12.18 -19.90  C65 1.090
83 H 6.80 13.16 -20.32  C65 1.090
84 H 7.23 11.20 -21.78  C66 1.093
85 H 5.63 10.98 -20.88  C66 1.092
86 H 7.45 7.88 -20.46  C68 1.088
87 H 6.96 8.66 -22.01  C68 1.093
88 H 5.80 8.49 -20.75  C68 1.093
89 C 10.14 8.99 -25.93  C90 1.575, H99 1.090, H100 1.089, H101 1.090
90 C 10.44 7.46 -25.73  C89 1.575, N91 1.545, H102 1.091, H103 1.089
91 N 9.33 6.58 -25.13  C90 1.545, C92 1.564, C93 1.544, C95 1.564
92 C 9.12 7.30 -23.75  N91 1.564, H104 1.088, H105 1.092, H106 1.089
93 C 8.13 6.59 -26.10  N91 1.544, C94 1.592, H107 1.088, H108 1.090
94 C 7.01 5.56 -25.64  C93 1.592, H109 1.092, H110 1.088, H111 1.089
95 C 9.85 5.12 -24.96  N91 1.564, C96 1.539, H112 1.089, H113 1.090
96 C 10.15 4.39 -26.28  C95 1.539, O97 1.417, H114 1.093, H115 1.093
97 O 9.11 4.18 -27.22  C96 1.417, C98 1.429
98 C 9.66 3.87 -28.50  O97 1.429, H116 1.090, H117 1.091, H118 1.092
99 H 10.16 9.57 -25.01  C89 1.090
100 H 9.15 9.12 -26.37  C89 1.089
101 H 10.91 9.50 -26.52  C89 1.090
102 H 11.31 7.36 -25.08  C90 1.091
103 H 10.77 6.99 -26.66  C90 1.089
104 H 9.98 7.14 -23.10  C92 1.088
105 H 8.31 6.82 -23.20  C92 1.092
106 H 8.71 8.28 -23.98  C92 1.089
107 H 8.61 6.45 -27.06  C93 1.088
108 H 7.69 7.59 -26.15  C93 1.090
109 H 6.80 5.59 -24.57  C94 1.092
110 H 7.27 4.52 -25.83  C94 1.088
111 H 6.05 5.83 -26.10  C94 1.089
112 H 9.18 4.67 -24.22  C95 1.089
113 H 10.80 5.31 -24.46  C95 1.090
114 H 10.61 3.43 -26.02  C96 1.093
115 H 11.02 4.93 -26.68  C96 1.093
116 H 8.82 3.80 -29.19  C98 1.090
117 H 10.16 2.90 -28.55  C98 1.091
118 H 10.33 4.63 -28.90  C98 1.092
119 C 2.81 11.30 -26.36  C120 1.527, H129 1.091, H130 1.088, H131 1.089
120 C 2.53 11.65 -24.90  C119 1.527, N121 1.522, H132 1.090, H133 1.089
121 N 2.65 13.11 -24.48  C120 1.522, C122 1.546, C123 1.539, C125 1.523
122 C 4.16 13.39 -24.32  N121 1.546, H134 1.088, H135 1.091, H136 1.088
123 C 2.20 14.11 -25.56  N121 1.539, C124 1.564, H137 1.089, H138 1.089
124 C 0.78 13.84 -26.15  C123 1.564, H139 1.093, H140 1.087, H141 1.091
125 C 1.93 13.49 -23.20  N121 1.523, C126 1.542, H142 1.090, H143 1.090
126 C 2.11 12.60 -21.95  C125 1.542, O127 1.451, H144 1.090, H145 1.094
127 O 1.69 11.23 -22.22  C126 1.451, C128 1.397
128 C 1.78 10.38 -21.12  O127 1.397, H146 1.094, H147 1.095, H148 1.089
129 H 3.85 11.55 -26.60  C119 1.091
130 H 2.15 11.84 -27.03  C119 1.088
131 H 2.69 10.23 -26.51  C119 1.089
132 H 3.22 11.13 -24.23  C120 1.090
133 H 1.57 11.31 -24.51  C120 1.089
134 H 4.52 12.68 -23.58  C122 1.088
135 H 4.28 14.42 -23.97  C122 1.091
136 H 4.73 13.38 -25.25  C122 1.088
137 H 2.86 14.01 -26.42  C123 1.089
138 H 2.35 15.04 -25.01  C123 1.089
139 H 0.11 13.88 -25.29  C124 1.093
140 H 0.53 12.97 -26.75  C124 1.087
141 H 0.34 14.70 -26.67  C124 1.091
142 H 0.85 13.62 -23.30  C125 1.090
143 H 2.30 14.51 -23.02  C125 1.090
144 H 1.58 12.94 -21.06  C126 1.090
145 H 3.18 12.61 -21.73  C126 1.094
146 H 1.32 10.71 -20.18  C128 1.094
147 H 2.80 10.24 -20.75  C128 1.095
148 H 1.34 9.39 -21.26  C128 1.089
149 C 15.62 20.70 -22.31  C150 1.541, H159 1.090, H160 1.089, H161 1.091
150 C 14.09 20.70 -22.15  C149 1.541, N151 1.534, H162 1.089, H163 1.089
151 N 13.56 19.73 -21.08  C150 1.534, C152 1.570, C153 1.581, C155 1.601
152 C 13.68 18.25 -21.59  N151 1.570, H164 1.089, H165 1.087, H166 1.089
153 C 14.35 19.82 -19.71  N151 1.581, C154 1.546, H167 1.089, H168 1.089
154 C 13.90 18.78 -18.65  C153 1.546, H169 1.089, H170 1.090, H171 1.090
155 C 12.02 20.03 -20.75  N151 1.601, C156 1.513, H172 1.089, H173 1.091
156 C 11.19 20.33 -21.98  C155 1.513, O157 1.396, H174 1.094, H175 1.094
157 O 11.31 19.37 -22.99  C156 1.396, C158 1.403
158 C 10.66 19.81 -24.15  O157 1.403, H176 1.092, H177 1.092, H178 1.093
159 H 16.05 21.30 -21.51  C149 1.090
160 H 15.97 21.09 -23.26  C149 1.089
161 H 16.08 19.71 -22.28  C149 1.091
162 H 13.69 20.37 -23.11  C150 1.089
163 H 13.68 21.66 -21.83  C150 1.089
164 H 14.73 17.95 -21.66  C152 1.089
165 H 13.19 18.09 -22.54  C152 1.087
166 H 13.22 17.62 -20.83  C152 1.089
167 H 14.28 20.83 -19.33  C153 1.089
168 H 15.36 19.67 -20.07  C153 1.089
169 H 14.09 17.73 -18.89  C154 1.089
170 H 12.83 18.90 -18.49  C154 1.090
171 H 14.40 18.92 -17.69  C154 1.090
172 H 12.02 20.74 -19.93  C155 1.089
173 H 11.71 19.06 -20.35  C155 1.091
174 H 11.45 21.32 -22.36  C156 1.094
175 H 10.16 20.49 -21.64  C156 1.094
176 H 10.95 20.79 -24.53  C158 1.092
177 H 9.57 19.71 -24.08  C158 1.092
178 H 10.99 19.18 -24.99  C158 1.093
179 C 11.33 12.07 -27.58  C180 1.546, H189 1.091, H190 1.090, H191 1.088
180 C 10.88 11.70 -29.01  C179 1.546, N181 1.543, H192 1.090, H193 1.088
181 N 9.56 12.39 -29.41  C180 1.543, C182 1.526, C183 1.550, C185 1.547
182 C 9.69 13.91 -29.27  N181 1.526, H194 1.088, H195 1.088, H196 1.088
183 C 9.24 11.91 -30.85  N181 1.550, C184 1.554, H197 1.088, H198 1.090
184 C 10.18 12.57 -31.90  C183 1.554, H199 1.089, H200 1.089, H201 1.090
185 C 8.37 11.91 -28.54  N181 1.547, C186 1.587, H202 1.089, H203 1.089
186 C 7.03 12.75 -28.69  C185 1.587, O187 1.383, H204 1.095, H205 1.093
187 O 6.76 13.27 -29.95  C186 1.383, C188 1.418
188 C 6.02 14.48 -29.94  O187 1.418, H206 1.093, H207 1.088, H208 1.092
189 H 11.66 13.10 -27.73  C179 1.091
190 H 12.24 11.48 -27.51  C179 1.090
191 H 10.59 11.97 -26.79  C179 1.088
192 H 10.68 10.64 -29.09  C180 1.090
193 H 11.69 12.00 -29.68  C180 1.088
194 H 8.92 14.42 -29.83  C182 1.088
195 H 10.67 14.19 -29.64  C182 1.088
196 H 9.51 14.09 -28.21  C182 1.088
197 H 8.23 12.08 -31.19  C183 1.088
198 H 9.36 10.83 -30.78  C183 1.090
199 H 11.22 12.35 -31.68  C184 1.089
200 H 9.97 13.64 -31.99  C184 1.089
201 H 9.96 12.10 -32.86  C184 1.090
202 H 8.71 12.06 -27.52  C185 1.089
203 H 8.17 10.85 -28.71  C185 1.089
204 H 7.06 13.59 -27.99  C186 1.095
205 H 6.24 12.10 -28.30  C186 1.093
206 H 5.12 14.47 -29.32  C188 1.093
207 H 5.65 14.75 -30.92  C188 1.088
208 H 6.72 15.21 -29.52  C188 1.092
209 C 8.47 14.69 -25.50  N210 1.520, H216 1.090, H217 1.090, H218 1.090
210 N 8.54 15.25 -24.09  C209 1.520, C211 1.557, C212 1.561, C213 1.564
211 C 9.78 16.19 -23.97  N210 1.557, H219 1.088, H220 1.089, H221 1.090
212 C 7.29 16.14 -23.81  N210 1.561, H222 1.090, H223 1.087, H224 1.089
213 C 8.59 14.11 -23.02  N210 1.564, C214 1.589, H225 1.091, H226 1.092
214 C 9.82 13.11 -23.09  C213 1.589, O215 1.397, H227 1.093, H228 1.090
215 O 9.92 12.26 -24.19  C214 1.397, H229 0.969
216 H 8.34 15.55 -26.16  C209 1.090
217 H 7.79 13.84 -25.51  C209 1.090
218 H 9.45 14.28 -25.75  C209 1.090
219 H 10.68 15.58 -23.99  C211 1.088
220 H 9.75 16.78 -23.05  C211 1.089
221 H 9.81 16.85 -24.83  C211 1.090
222 H 7.34 16.80 -24.67  C212 1.090
223 H 7.44 16.63 -22.85  C212 1.087
224 H 6.45 15.46 -23.96  C212 1.089
225 H 7.58 13.70 -23.06  C213 1.091
226 H 8.66 14.72 -22.11  C213 1.092
227 H 9.93 12.43 -22.24  C214 1.093
228 H 10.73 13.70 -23.01  C214 1.090
229 H 9.20 11.61 -24.14  O215 0.969
230 C 2.68 18.83 -22.54  N231 1.502, H237 1.088, H238 1.089, H239 1.091
231 N 3.65 19.54 -23.43  C230 1.502, C232 1.542, C233 1.499, C234 1.530
232 C 3.65 21.03 -23.03  N231 1.542, H240 1.089, H241 1.088, H242 1.088
233 C 5.00 18.91 -23.24  N231 1.499, H243 1.091, H244 1.090, H245 1.091
234 C 3.24 19.46 -24.91  N231 1.530, C235 1.530, H246 1.093, H247 1.091
235 C 3.58 20.57 -25.91  C234 1.530, O236 1.397, H248 1.093, H249 1.093
236 O 2.63 21.60 -25.94  C235 1.397, H250 0.963
237 H 1.66 19.20 -22.58  C230 1.088
238 H 3.04 18.76 -21.51  C230 1.089
239 H 2.69 17.80 -22.91  C230 1.091
240 H 3.71 21.03 -21.95  C232 1.089
241 H 2.69 21.39 -23.38  C232 1.088
242 H 4.51 21.50 -23.50  C232 1.088
243 H 5.82 19.34 -23.81  C233 1.091
244 H 4.98 17.85 -23.52  C233 1.090
245 H 5.44 18.91 -22.24  C233 1.091
246 H 2.15 19.43 -24.88  C234 1.093
247 H 3.38 18.43 -25.22  C234 1.091
248 H 3.48 20.09 -26.89  C235 1.093
249 H 4.62 20.90 -25.88  C235 1.093
250 H 2.86 22.17 -26.68  O236 0.963
251 Br 10.98 15.32 -20.44  no bonds
252 Br 6.99 10.69 -24.84  no bonds
253 Br 10.94 17.07 -27.42  no bonds

HOMO energy = -16.55 eV
Multiplicity = 1
Electronic energy = -11578.66859 hartree
Frontier orbital gap = 0.088 Ha
Strongest force on any atom = 6.636 eV/Å
Total charge = +6
LUMO = -14.146 eV

Mulliken atomic charge list, values in e, 6 entries: -1.30 1.09 -1.27 -0.74 -1.51 1.30